# 1
62
Properties=species:S:1:pos:R:3:forces:R:3:lowdin_charge:R:1 method="wB97M-V/def2-TZVPD" energy_ha=-2164.135851 gap_ha=0.2342 total_charge=-1 homo_ev=-4.198
O -6.47037 1.31791 -1.57236 1.0239 -0.2360 -0.1252 -0.211
C 0.60719 0.55265 2.33879 -1.5789 0.7228 -1.1660 -0.080
C 5.01807 -4.93787 -2.87851 0.0573 -0.1505 -0.5085 -0.116
H -8.03677 2.61758 -1.82846 -0.0401 -0.0397 -0.0505 0.090
H 0.64055 -0.57319 2.09976 -0.5129 1.7046 0.2569 0.081
O 3.28403 -1.20686 2.55923 -1.2743 -1.2062 0.9356 -0.071
H -1.45257 -1.78919 1.76013 -0.4207 1.0094 -1.4432 0.084
C 3.65360 0.47465 4.22209 -2.6203 -0.7059 -0.2149 -0.116
C 2.96862 -1.00087 3.96111 -0.4549 2.7880 1.4399 -0.302
H 5.34195 -1.02207 0.64039 -0.1069 -0.0393 0.1387 0.096
O 1.60069 -0.61341 4.31062 2.0784 -1.5936 -0.5302 -0.061
P 5.09462 -3.03735 -1.13533 -0.7504 0.1249 0.5457 0.396
H -3.11494 1.37270 -3.96471 -0.0107 -0.0488 0.0776 0.084
O 5.22440 -3.09517 0.45250 -0.4370 -0.9498 -1.1554 -0.203
H -7.29259 3.45862 -4.48733 0.0539 0.0072 0.0361 0.084
H -0.73215 -1.01415 0.26406 -1.4949 0.0665 0.8197 0.074
H -5.81351 3.30854 -5.45836 -0.0353 -0.0284 0.0585 0.088
H -2.88320 4.15201 3.27639 0.2753 -1.7500 -0.8052 0.065
C -3.80479 2.33302 2.07137 3.3465 -1.7307 0.2382 -0.114
H 3.24058 0.71396 5.26558 1.6594 -0.2472 -0.7580 0.119
C -1.69242 -1.06082 0.89178 0.4816 0.2923 1.1021 -0.119
H -2.59481 2.65312 -2.84174 -0.0657 -0.0737 0.0238 0.093
H -4.32517 0.33410 0.92434 1.5903 1.0151 0.8800 0.079
H -8.42578 1.08691 -1.01926 0.1867 -0.0135 -0.0532 0.092
C 6.85981 -1.34907 -2.05184 0.2953 0.5395 -0.2579 -0.115
H 4.77009 0.58706 4.01621 -1.5898 0.0638 0.1977 0.118
C -7.84442 1.54188 -1.82228 -0.4132 0.1979 -0.1213 -0.110
H 7.27015 -1.37839 -3.06310 -0.0241 -0.0145 0.0576 0.085
H 5.28091 -1.95010 2.15009 -0.1118 -0.0401 -0.3332 0.075
C -1.21986 2.54859 2.92726 -2.8934 -1.7808 -1.9278 -0.028
C 5.67599 -1.93601 1.13644 0.6724 0.5565 0.3863 -0.108
C -2.02323 0.35673 1.56089 -1.2100 2.4827 0.6798 -0.171
H -6.75919 1.86140 -5.05504 0.1404 -0.0118 0.0985 0.080
C -6.42129 2.83189 -4.68716 -0.2450 0.2426 -0.5212 -0.117
H -8.15515 1.10589 -2.77514 -0.0219 -0.0308 0.0425 0.087
H 7.60604 -0.92028 -1.38063 -0.0294 -0.0713 0.0026 0.086
H 2.54866 -1.66956 2.10259 0.4973 0.3789 0.6188 0.106
H -4.87143 2.74459 1.95626 1.9197 -0.5881 0.3190 0.062
O -4.04721 1.40575 -2.09392 -1.6600 -0.0250 0.0131 -0.212
O 4.01529 -2.17143 -1.66111 1.0828 -0.4788 0.1504 -0.237
O -5.64381 2.72613 -3.50316 0.0347 -0.5974 0.1344 -0.216
O 2.74195 1.24297 3.36171 2.8621 -0.7918 1.0288 -0.136
H 3.22294 -1.84268 4.69594 -0.0306 0.8400 -1.4477 0.151
H 5.97346 -0.71235 -2.04977 -0.0303 -0.1691 0.0100 0.083
H -2.54451 -1.49915 0.27441 1.0226 0.8233 0.8509 0.064
H 1.22896 1.06315 1.51218 -0.9482 -0.5718 1.1616 0.122
C -2.91000 1.61044 -2.91743 0.6293 0.1397 -0.3407 -0.098
H 4.86562 -4.07325 -3.52961 -0.0486 -0.0545 0.0574 0.085
B 1.40054 0.75248 3.77820 0.5116 0.1182 -1.9875 -0.778
C -2.66863 3.12374 2.81684 0.7181 -3.1593 -1.6147 -0.106
P -5.46701 1.28496 -2.81517 0.8193 -0.6098 0.3430 0.399
C -0.86998 1.15289 2.28853 -2.7766 0.8151 -0.5181 -0.104
O -5.60829 0.12262 -3.72244 -0.2367 1.0740 0.3798 -0.244
H 5.99374 -5.37997 -3.09264 -0.0379 0.0609 0.0235 0.087
H -0.41646 3.17687 3.45079 -1.3264 -1.2761 -0.8975 0.089
C -3.48758 0.92051 1.45423 2.9017 2.4053 1.9282 -0.060
H 6.76874 -1.95291 1.18426 0.0231 0.0005 -0.1563 0.087
H 1.02674 1.62212 4.49908 -0.9711 -0.0240 0.9531 0.091
O 6.57680 -2.67988 -1.64221 -0.5690 -0.1964 0.0015 -0.222
O 4.95580 -4.58653 -1.50694 0.2381 0.7087 0.7876 -0.210
H 4.24215 -5.67620 -3.08617 0.0210 0.0995 0.1008 0.089
H -2.10156 0.97028 -2.56225 -0.1660 0.0267 0.0548 0.095

# 2
71
Properties=species:S:1:pos:R:3:forces:R:3:lowdin_charge:R:1 method="wB97M-V/def2-TZVPD" energy_ha=-8583.412516 gap_ha=0.2676 total_charge=+1 homo_ev=-11.992
H 0.19234 2.39572 -1.19669 1.6722 -1.5591 -1.1473 0.150
C -0.06522 -0.57345 -1.75954 4.1314 -1.5621 4.5605 0.082
H -5.28446 6.43168 -0.47681 0.2607 -0.0638 -0.2261 0.032
Cl -4.80640 6.82128 -2.75646 -0.2164 0.1201 0.1750 0.495
N 0.15124 -1.90719 -1.03633 0.6630 4.6120 -0.4835 -0.314
H -0.39614 2.10706 -5.25614 0.1938 0.9880 2.4933 0.108
C 1.03572 1.74808 -1.72514 -0.0281 2.1796 -0.3980 -0.101
H 3.96352 4.92972 7.13400 0.0598 -0.2700 0.1941 0.032
Cl 2.16019 0.00827 4.18028 -0.1439 -0.0581 0.0038 0.551
Cl -3.22577 5.32558 -0.81649 0.0828 -0.0800 0.1721 0.467
Cl -6.65636 -4.69425 -0.89550 0.1093 -0.0523 0.1329 0.515
C 1.30034 -1.90387 -0.02185 -0.4655 5.7743 -3.2831 -0.205
H 1.16044 2.14444 4.06160 0.2891 -0.1184 0.0589 0.032
C 1.85448 -0.36445 -0.12819 -2.2617 -2.1628 -1.0976 -0.006
C 4.49462 -0.30592 0.70037 0.3555 0.8279 1.3679 -0.190
H -1.91102 -2.56322 0.62222 0.1167 -1.3839 -0.3796 0.067
H -4.89106 -7.08032 0.46704 0.0968 -0.1870 -0.2474 -0.018
Cl -4.82368 -2.80284 3.82046 0.1366 0.0503 -0.0499 0.524
C -4.25418 -7.88314 0.08775 -0.1732 -0.0370 0.5354 -1.032
C -4.37896 6.64483 -1.05025 -0.2635 0.3527 0.1398 -1.013
N 1.01657 0.33992 -1.17248 -2.2433 -4.4721 -0.2152 -0.059
H 2.05269 2.33397 -1.51498 -2.1276 -1.7170 -0.3266 0.145
H 6.47993 0.66799 1.59037 -1.5553 0.3341 -1.7740 0.130
P 1.95883 -3.26855 1.14057 -0.7516 2.2892 5.6884 0.773
H -0.88951 -0.31557 -2.56006 1.9750 -0.6892 1.8526 0.170
H -3.47829 -8.11625 0.82113 -0.1460 0.0005 -0.3039 0.026
Cl -3.83376 4.02237 -5.62951 0.0142 -0.0110 -0.0700 0.501
C 3.03886 0.44700 0.66323 -0.0743 0.1735 -0.7482 -0.144
Cl 3.46660 2.61331 4.25767 -0.0360 0.0892 -0.1914 0.500
N 6.14844 1.20359 -0.58887 -0.4719 -1.1506 0.8987 -0.054
H 5.07340 1.88161 1.21155 1.2392 -2.0581 -0.6949 0.110
H -1.89719 5.07620 -6.47564 -0.2012 0.0035 0.2472 0.030
H 5.26955 3.76177 6.78101 -0.2082 -0.0473 0.2558 0.023
H -3.20322 6.24415 -6.12266 0.0790 -0.2482 0.2120 0.034
C -5.49977 -4.94937 -2.20780 0.1285 -0.1914 -0.0648 -1.095
O 1.67933 -2.78473 2.64211 0.8107 -1.5417 -5.1283 -0.527
H -5.34507 -6.02270 -2.34202 -0.2530 0.4746 -0.0250 -0.037
C 1.99118 1.71111 4.62382 -0.3403 0.1074 0.2111 -1.020
H 1.78790 1.78123 5.69524 0.1978 -0.0346 -0.3078 -0.021
H 2.37943 0.38251 -3.43931 -0.7772 0.7135 -0.4550 0.047
H -1.29220 2.68478 -3.61408 2.0358 -0.2306 -1.0410 0.074
N 1.71779 0.89178 -4.07833 -3.4105 3.0262 3.0445 0.099
H -3.92987 7.57654 -0.69779 -0.0205 -0.2946 -0.1761 0.033
H -3.14421 -3.18302 2.20434 -0.3046 -0.2542 0.2823 -0.014
H 1.37647 -4.57453 0.91602 0.3291 1.0131 -0.6424 0.026
Cl -1.93582 5.71325 -4.20202 0.2142 0.0832 -0.1109 0.481
C 5.63569 0.90938 0.81575 -1.2247 0.1877 -0.1353 -0.257
H 3.21158 1.49855 0.13242 -0.6574 -2.3292 0.9012 0.113
Cl -3.48646 -7.34879 -1.41225 0.4114 -0.0723 0.0467 0.539
Cl 5.23092 4.39882 9.05464 -0.0067 0.0346 -0.1485 0.520
C 4.48738 4.03983 7.49157 0.2037 0.3165 -0.2496 -1.035
P -0.77503 -3.43655 -1.18493 -1.5775 -1.7419 1.4877 0.697
Cl -5.24289 -9.32357 -0.18171 0.0609 0.1234 0.0806 0.531
Cl -2.19676 -3.31420 -2.81386 1.2018 0.8271 1.5698 0.196
H -4.55322 -4.47009 -1.94602 -0.3582 -0.0893 -0.0399 -0.045
C -0.27233 2.60530 -4.18244 0.9565 -0.5338 -0.3031 -0.083
H 4.73197 -0.94974 -0.24913 -0.5947 1.1213 1.9457 0.117
H 0.14246 3.68711 -4.37114 -0.7661 -2.1061 0.6132 0.072
H 4.56513 -0.89278 1.71154 -0.3246 0.6321 -2.1256 0.112
H 2.70947 0.68774 1.76091 0.4085 -0.6831 -2.1329 0.065
C -3.50040 -3.71802 3.08813 0.2418 0.1807 0.0828 -1.029
C -2.67936 5.35426 -5.76509 0.0578 0.1754 -0.3558 -1.005
O -1.71644 -3.49972 0.31834 1.5693 2.4049 -2.6774 -0.377
Cl -4.03390 -5.33322 2.60703 0.1387 0.0169 -0.0485 0.536
H -2.68905 -3.81280 3.81389 -0.2842 -0.0485 -0.1379 0.037
H 6.96915 0.57783 -0.75547 -1.1306 0.6913 -0.0985 0.076
C 0.85508 1.70301 -3.38167 2.4098 -2.2165 -1.6525 -0.302
H 5.36710 0.93099 -1.25183 1.5626 0.4005 0.8953 0.063
Cl -6.09445 -4.25966 -3.72293 0.1287 0.0430 -0.0706 0.508
H 3.39370 -3.33801 0.94129 -1.0957 -0.0309 -0.5586 0.028
Cl 3.33298 2.70794 7.62715 -0.0489 -0.0415 0.1736 0.519

# 3
55
Properties=species:S:1:pos:R:3:forces:R:3:mulliken_spin:R:1 method="wB97M-V/def2-TZVPD" energy_ha=-3446.541214 e_above_lowest_kj_mol=0.0 gap_ha="0.2077 / 0.2965" total_charge=+1 multiplicity=2 homo_ev="-8.213 / -10.601"
C -2.11750 -0.30629 0.97192 -0.3851 0.3683 0.5087 0.985
N 2.36661 0.29063 0.28318 0.6770 0.6515 0.0254 -0.002
O 1.03195 2.48003 -2.89577 -0.0772 0.0536 -1.1812 -0.001
C 2.55836 1.52551 0.77610 0.6265 -0.6122 0.0718 0.003
H -6.08233 -0.45600 1.27391 0.2906 0.0860 -0.0792 0.001
H -2.93621 -2.51129 3.26048 -0.1815 0.0902 -0.0435 -0.003
C 0.71375 -3.26703 -1.69725 0.3530 -0.6677 -0.2372 0.000
H 1.19024 2.72918 -0.36836 0.2294 0.0028 1.1523 -0.009
H -3.46336 -0.89826 3.73211 -0.1596 -0.1510 -0.0977 -0.001
H 0.00299 0.37852 -5.45136 -0.1131 0.1493 0.1914 0.000
H 5.45874 -0.99394 0.49011 -0.0473 0.1654 0.0840 0.000
C -1.44399 3.09026 0.90718 0.0912 0.5517 0.0728 0.004
C 3.82875 1.90522 1.21543 -0.3603 0.4816 0.3122 0.000
H -1.46355 3.87653 1.66371 0.0572 0.1026 -0.1372 0.003
O 0.02983 0.62103 -4.51508 -1.0864 -0.2431 -0.2073 0.000
H -1.17801 3.51148 -0.06687 -0.1936 0.0121 0.1004 0.001
H 0.43232 -3.65972 -0.70898 0.0233 0.0844 -0.3555 0.000
H 5.88659 1.28578 1.49875 -0.3612 -0.0730 -0.0982 0.000
H 0.68734 1.85686 -3.60945 0.5628 0.9490 1.0411 0.000
C 3.38902 -0.57643 0.13823 0.0331 0.3923 0.1784 0.001
Cu 0.50195 -0.14188 -0.39983 -0.8339 -0.2608 0.3654 0.207
C 1.36463 2.46510 0.72297 0.3291 -0.4047 -0.8120 0.030
H 1.59379 3.34452 1.34415 -0.3075 0.0042 -0.4108 0.001
H 3.95231 2.90989 1.63105 0.1483 -0.3754 -0.2059 0.000
C -1.01743 0.28121 0.71084 1.5248 0.8161 -0.9540 -0.449
Si -3.68975 -1.20883 1.27386 -0.3078 -0.0573 0.3993 0.074
H -0.06218 2.54727 3.63551 0.0746 -0.1025 -0.0511 0.005
C -0.16828 1.59133 3.11031 0.3148 0.5070 0.4520 0.008
P -0.24551 1.82407 1.32047 -1.9240 -1.1409 1.0573 0.057
H 2.76634 -1.63291 -3.52318 -0.0761 0.2036 -0.0779 0.000
H -1.09911 1.11503 3.45178 0.3052 0.0434 -0.3081 -0.001
H 1.32729 3.27110 -3.39619 -0.2700 -0.7191 0.5344 0.000
H -4.67750 -2.15821 3.38137 0.2527 0.1143 -0.1314 0.001
H -3.81372 -2.43947 -0.87472 -0.0786 -0.0698 0.1731 -0.001
H 3.86653 -2.15410 -1.30890 0.0387 0.1754 0.3295 0.001
H -3.03039 -3.42256 0.36621 -0.1991 0.1016 0.0100 -0.001
H -2.42630 2.61622 0.85948 0.1371 0.0033 -0.0232 0.003
H -5.18555 0.21487 -0.11237 -0.0526 -0.0649 0.1902 -0.003
C 1.99291 -1.00254 -3.06650 0.2434 -0.4464 -0.4837 0.001
H 2.36211 0.02390 -2.92633 -0.0132 -0.3181 -0.0045 0.000
C -3.85662 -2.72130 0.18582 0.1162 -0.1321 -0.2414 0.033
H -4.80623 -3.24858 0.36609 0.2663 0.1620 -0.0325 0.000
H -0.85895 0.44524 -4.14461 0.5637 0.1306 -0.4417 0.001
H -0.19707 -3.11172 -2.29583 0.3227 -0.1293 0.2259 0.000
H 1.39003 -3.97179 -2.19849 -0.3288 -0.0439 0.0519 0.000
C 4.89129 1.00296 1.14953 -0.3102 -0.2905 -0.1055 0.000
C 3.08619 -1.86760 -0.59212 -0.3289 -0.4249 0.1382 -0.001
H 0.69396 0.96225 3.37175 -0.2900 0.0477 -0.1055 0.001
C -3.70365 -1.74691 3.07731 0.2329 0.0344 0.0910 0.019
C -5.11914 -0.02999 0.95653 0.1250 0.1954 -0.1625 0.019
H 2.96545 -2.69597 0.11855 0.1272 0.1302 -0.0251 0.000
H 1.12018 -0.92792 -3.72869 0.4930 -0.1942 0.3338 -0.001
H -4.95703 0.91551 1.49250 -0.1249 -0.2227 -0.0398 -0.001
P 1.48500 -1.66509 -1.46493 -0.0879 -0.0604 -0.8797 0.019
C 4.66290 -0.26517 0.60861 -0.0610 0.3947 -0.1572 -0.001

# 4
59
Properties=species:S:1:pos:R:3:forces:R:3:lowdin_charge:R:1 method="wB97M-V/def2-TZVPD" energy_ha=-1901.165156 gap_ha=0.3152 total_charge=0 homo_ev=-8.915
H -3.55856 1.83524 -0.53698 0.0890 0.0153 -0.0421 0.069
C -0.91540 1.66318 -4.18438 -0.1496 -0.0406 0.2800 -0.187
H -2.44790 1.24315 -2.69546 0.0789 0.2535 -0.0253 0.102
I -2.41468 -1.31984 3.47443 -0.8363 1.5645 -0.3324 0.754
H 2.02232 -4.10554 0.97584 0.0702 0.0226 0.1521 0.127
O 5.28615 -3.56051 0.37865 -0.0616 -0.1050 0.6481 -0.199
O -5.15164 2.91994 1.59664 1.1136 -2.7920 2.7975 0.067
C -6.68563 0.34635 4.13424 -0.1512 -1.0994 -0.7148 -0.134
H 1.35833 3.71427 -3.13206 -0.0634 0.0324 -0.0412 0.086
H -5.27028 3.28728 2.51124 0.3352 0.0123 -1.0762 0.128
C -5.34998 -0.51928 4.07728 1.4730 2.5014 -1.1391 -0.728
H 4.74332 -1.74243 1.85097 0.0869 -0.0032 -0.2557 0.099
H 3.04204 -1.97167 -2.37409 0.0696 0.0472 0.0053 0.089
C -3.28717 2.83832 -0.87205 0.2279 0.3780 -0.2399 -0.099
H -1.66964 1.46496 0.30803 -0.1030 -0.0477 -0.0821 0.118
O -0.42951 2.88880 -3.66442 0.4388 -0.3343 -0.0369 -0.198
C -1.07539 2.11626 -0.33992 0.1859 0.1969 -0.4017 -0.174
O -1.89553 2.97685 -1.11903 -0.1651 -0.5793 0.1794 -0.190
C 2.85781 -3.43658 0.74668 -0.0862 -0.0946 -0.0926 -0.172
H 4.50159 0.30258 0.52537 -0.0512 0.1250 0.2494 0.125
O 4.03403 -1.17907 -0.77632 -0.5059 0.0503 0.0452 -0.196
C 4.12381 -4.29888 0.73142 -0.1257 0.3402 -0.3208 -0.185
H -3.60272 3.57680 -0.13329 -0.1059 -0.0865 0.0057 0.078
C 3.72917 -0.46430 0.40827 0.1088 -0.2687 0.1238 -0.182
H 5.99279 -3.83975 2.33236 -0.0406 -0.0459 -0.0159 0.086
C 3.74540 -1.34975 1.65847 0.1237 0.0451 0.0469 -0.171
C -4.16454 0.01460 3.52810 -1.5349 -2.3282 1.2872 -0.712
H 1.51455 2.25948 -4.12181 -0.0555 0.0040 -0.0624 0.083
C -4.74253 1.55427 1.83427 -1.8276 -0.7008 -2.9404 -0.473
C 3.08509 -1.03161 -1.81855 0.2501 -0.1421 -0.0285 -0.097
O 2.78559 -2.40093 1.72414 0.1586 0.0201 -0.1551 -0.121
H 3.52543 -0.70066 2.51188 -0.1724 -0.0203 -0.0745 0.127
H -1.68348 1.91276 -4.92328 -0.1070 -0.2435 -0.0765 0.125
H -1.91869 -0.12431 -3.62041 0.1835 -0.0346 0.0165 0.128
H -6.52539 1.45230 3.89072 -0.0150 -1.5809 0.6832 0.079
H 3.99732 -5.07293 -0.03430 -0.2309 -0.0711 0.0863 0.125
C -1.55703 0.77568 -3.11339 -0.1665 0.0469 -0.0333 -0.169
C 0.92372 3.16856 -3.97334 -0.2247 0.2407 0.1429 -0.110
O -3.99761 1.33846 3.01695 -1.8821 -0.7814 -0.9871 -0.049
C -0.12542 1.26962 -1.19301 0.0657 0.0355 0.0735 -0.175
H -0.46704 2.76030 0.30601 0.1599 -0.1954 0.0935 0.127
O -5.07730 0.70265 1.00449 1.5449 2.5446 3.1898 0.112
H 3.40496 -0.24245 -2.50448 -0.1646 0.0931 -0.0360 0.086
H 0.97938 3.80525 -4.86039 0.1547 -0.0847 -0.0890 0.086
H 0.48967 0.68872 -0.49796 -0.1648 -0.0868 0.0276 0.107
H 2.07962 -0.82120 -1.44165 0.0537 0.0482 -0.0237 0.073
H -7.38899 -0.04950 3.30868 1.0647 0.5261 1.2480 0.100
H -0.12611 1.10052 -4.69962 0.0214 0.0990 0.1146 0.120
I -5.43062 -2.53946 4.86544 -0.2927 1.5579 -0.5253 0.766
H 7.03414 -4.45110 1.01057 0.0728 -0.0707 0.1693 0.086
H 4.23926 -4.80330 1.69507 0.0814 0.1004 0.0656 0.119
H -3.81508 3.03333 -1.80920 0.0267 0.0500 0.0582 0.096
H 2.64016 -3.03535 -0.24266 0.2579 0.0036 -0.0730 0.103
H 2.75985 0.04584 0.33521 0.0409 -0.1290 -0.0670 0.110
H 6.88888 -2.70831 1.31035 -0.0022 -0.0657 -0.0587 0.087
C 6.34704 -3.65753 1.31442 0.0279 0.1285 -0.4112 -0.113
H -7.22118 0.16714 5.12377 0.8470 0.5253 -1.2707 0.076
H 0.57693 1.89560 -1.74316 -0.1565 0.2205 -0.0201 0.104
O -0.71331 0.30715 -2.06474 0.0298 0.2031 -0.0405 -0.120